*A*
{
  "formula": "C20H18N4O4",
  "method": "ωB97M-V/def2-TZVPD",
  "species": ["O", "O", "O", "O", "N", "N", "N", "N", "C", "C", "C", "C", "C", "C", "C", "C", "C", "C", "C", "C", "C", "C", "C", "C", "C", "C", "C", "C", "H", "H", "H", "H", "H", "H", "H", "H", "H", "H", "H", "H", "H", "H", "H", "H", "H", "H"],
  "coordinates": [[-4.4554, 0.9519, -0.0944], [-2.6117, -0.5137, -2.4900], [2.9676, 1.6625, 1.5128], [1.7715, 1.3570, -1.1080], [-0.5749, -1.9276, 0.9129], [-0.3812, -1.6509, -1.2938], [-3.8312, -1.7944, 1.9019], [-3.1102, 1.3577, -0.0930], [3.0928, -2.3378, 0.7938], [-1.1599, 1.8461, 1.0909], [-3.3139, -1.5809, 0.8996], [3.2038, -2.1908, -0.5917], [3.9066, 1.3228, 0.5146], [1.0008, 1.5622, 0.0009], [-1.2060, -1.6743, -0.2821], [0.7590, -2.0523, 0.6364], [-2.5970, 1.7059, 1.0140], [1.6393, 1.7223, 1.2524], [0.8602, -1.8891, -0.7670], [-2.6201, -1.3558, -0.3056], [-4.5826, -0.0348, -1.1097], [-0.3792, 1.6239, -0.0482], [-3.2349, -0.6960, -1.3264], [-0.5223, 2.0449, 2.3116], [0.8526, 1.9776, 2.3762], [2.1019, -1.9676, -1.3895], [1.8704, -2.2740, 1.4317], [1.1278, 1.1943, -2.3537], [4.8657, 1.2917, 1.0316], [-5.3384, -0.7399, -0.7511], [0.4579, 0.3296, -2.3528], [-0.8990, 1.4724, -0.9777], [1.9334, 1.0319, -3.0680], [0.5735, 2.0966, -2.6321], [1.3691, 2.1094, 3.3139], [3.6926, 0.3450, 0.0787], [-3.1787, 1.7929, 1.9310], [3.9427, 2.0740, -0.2764], [2.1884, -1.8545, -2.4580], [-4.9335, 0.4273, -2.0451], [-1.0146, -1.9641, 1.8176], [1.7833, -2.3869, 2.5017], [-3.0865, 0.1170, -3.0485], [3.9862, -2.5039, 1.3772], [-1.0989, 2.2265, 3.2056], [4.1829, -2.2541, -1.0443]],
  "homo_lumo_gap_ev": 8.044,
  "homo_ev": -7.91,
  "charge": 0,
  "multiplicity": 1
}

*B*
{
  "formula": "C20H18N4O4",
  "method": "ωB97M-V/def2-TZVPD",
  "species": ["O", "O", "O", "O", "N", "N", "N", "N", "C", "C", "C", "C", "C", "C", "C", "C", "C", "C", "C", "C", "C", "C", "C", "C", "C", "C", "C", "C", "H", "H", "H", "H", "H", "H", "H", "H", "H", "H", "H", "H", "H", "H", "H", "H", "H", "H"],
  "coordinates": [[-2.2349, -2.6473, -1.1228], [-4.5136, 1.4500, 0.1935], [-1.5478, 2.6276, -1.5139], [0.9771, 1.6173, 2.0807], [-0.2651, 2.5978, -1.0966], [3.8588, -0.1852, 0.3601], [5.4723, -0.0981, -1.1903], [2.0805, 2.4349, 0.2769], [-4.2394, 0.1069, 0.2651], [0.9744, 2.0658, 0.9495], [2.9131, -2.1561, 1.2028], [-4.9348, -0.5930, 1.2452], [-3.8303, 2.2389, -0.7416], [-1.4539, -1.9962, -2.0944], [5.1258, 1.1461, -0.8220], [-3.8142, -2.6147, 0.5974], [-3.1148, -1.9169, -0.3855], [4.6435, -2.3101, -0.4656], [-0.2738, 2.2463, 0.1682], [4.1361, 1.1365, 0.1387], [-2.3565, 2.2939, -0.4932], [3.7519, -2.9242, 0.3673], [-4.7193, -1.9493, 1.3990], [4.7078, -0.9097, -0.4794], [-3.3364, -0.5541, -0.5588], [3.4192, 2.2556, 0.8116], [-1.6018, 2.0364, 0.6163], [2.9788, -0.7969, 1.1892], [-5.2602, -2.4921, 2.1587], [-4.2593, 3.2418, -0.6315], [-3.6275, -3.6698, 0.7114], [5.3037, -2.8573, -1.1173], [3.6809, -4.0002, 0.3952], [2.3544, -0.1724, 1.8104], [-2.0719, -1.5677, -2.8904], [-5.6311, -0.0566, 1.8682], [-1.9187, 1.7379, 1.5917], [2.2121, -2.6453, 1.8589], [3.3014, 2.0591, 1.8821], [-0.8098, -2.7650, -2.5181], [5.6080, 2.0007, -1.2555], [-4.0108, 1.9020, -1.7730], [1.9746, 2.7348, -0.6809], [3.9871, 3.1793, 0.6739], [-0.8311, -1.2108, -1.6525], [-2.8049, -0.0205, -1.3287]],
  "homo_lumo_gap_ev": 8.581,
  "homo_ev": -8.06,
  "charge": 0,
  "multiplicity": 1
}

Most stable to least stable, the ends of the list are *B* and *A*.

*A*
{
  "formula": "C2H3N4O",
  "method": "ωB97M-V/def2-TZVPD",
  "species": ["O", "N", "N", "N", "N", "C", "C", "H", "H", "H"],
  "coordinates": [[2.8922, 0.4285, 0.8046], [2.1685, 0.1844, -0.1698], [-2.2466, -0.5833, 0.4348], [-2.4483, 0.7144, 0.3279], [-0.3448, 0.3320, 0.0058], [-1.0135, -0.8399, 0.2204], [-1.3362, 1.2590, 0.0375], [-0.6741, -1.8818, 0.2732], [1.9084, -0.8207, -0.0588], [-1.2998, 2.3873, -0.0384]],
  "homo_lumo_gap_ev": 8.329,
  "homo_ev": -4.39,
  "charge": -1,
  "multiplicity": 1
}

*B*
{
  "formula": "C2H3N4O",
  "method": "ωB97M-V/def2-TZVPD",
  "species": ["O", "N", "N", "N", "N", "C", "C", "H", "H", "H"],
  "coordinates": [[-0.7595, 1.6262, 0.9009], [1.2135, -1.0484, -1.8876], [-0.0581, -1.3668, -2.1364], [1.2008, -0.4268, -0.7390], [-0.8666, -0.9704, -1.2067], [-0.0365, -0.3620, -0.2740], [-0.2625, 0.2953, 1.0244], [-0.0218, 2.2322, 1.0923], [0.6085, 0.3839, 1.6100], [-1.0177, -0.3632, 1.6162]],
  "homo_lumo_gap_ev": 8.356,
  "homo_ev": -4.49,
  "charge": -1,
  "multiplicity": 1
}

Most stable to least stable, the ends of the list are *B* and *A*.

*A*
{
  "formula": "C5H10NO2",
  "method": "ωB97M-V/def2-TZVPD",
  "species": ["O", "O", "N", "C", "C", "C", "C", "C", "H", "H", "H", "H", "H", "H", "H", "H", "H", "H"],
  "coordinates": [[-0.4182, 0.4690, 2.5098], [-1.0867, -3.2713, 1.1896], [-1.0490, -1.2643, 0.2130], [-0.9506, -2.0591, 1.3340], [0.4333, 0.0680, -1.1633], [0.8065, 1.4998, -1.5802], [0.2882, 0.4925, 1.3803], [-0.4893, 0.0342, 0.0579], [1.2046, -0.1726, 1.2755], [-1.4756, -1.7359, -0.5699], [-1.2156, 0.8731, -0.0163], [0.1731, 2.0675, -2.2499], [-0.1941, -0.2489, -2.0190], [0.9251, 2.1495, -0.6987], [1.8256, 1.6887, -1.9642], [-0.7414, -1.4749, 2.2482], [0.6783, 1.5031, 1.1916], [1.2858, -0.6183, -1.1385]],
  "homo_lumo_gap_ev": 6.737,
  "homo_ev": -2.88,
  "charge": -1,
  "multiplicity": 1
}

*B*
{
  "formula": "C5H10NO2",
  "method": "ωB97M-V/def2-TZVPD",
  "species": ["O", "O", "N", "C", "C", "C", "C", "C", "H", "H", "H", "H", "H", "H", "H", "H", "H", "H"],
  "coordinates": [[0.8304, -0.4766, -2.1993], [2.6379, -0.8186, 1.2475], [0.9675, 0.8451, 0.8142], [-1.1115, 0.7308, -0.5791], [-2.2780, -0.2250, -0.9054], [0.0467, -0.0202, 0.0455], [1.7685, 0.0558, 1.7974], [0.8788, -0.7493, -1.0164], [2.2663, 0.8597, 2.3851], [1.6052, -1.4515, -0.5776], [-3.0644, 0.2613, -1.4787], [-1.8887, -1.0568, -1.4779], [-0.8779, 1.2386, -1.5168], [-2.6739, -0.6691, 0.0118], [-1.4427, 1.4926, 0.1332], [-0.2966, -0.7623, 0.7702], [1.6046, 1.2437, 0.1363], [1.0279, -0.4982, 2.4100]],
  "homo_lumo_gap_ev": 6.718,
  "homo_ev": -2.87,
  "charge": -1,
  "multiplicity": 1
}

*C*
{
  "formula": "C5H10NO2",
  "method": "ωB97M-V/def2-TZVPD",
  "species": ["O", "O", "N", "C", "C", "C", "C", "C", "H", "H", "H", "H", "H", "H", "H", "H", "H", "H"],
  "coordinates": [[1.8836, 0.3603, -1.9920], [0.9558, 2.1997, -1.1570], [-1.4882, 0.0872, -1.4324], [0.9125, 1.0326, -1.5921], [-0.7625, 0.6049, 1.2624], [-0.4139, 0.4411, -2.1270], [0.3804, -1.6977, 0.8022], [0.4929, -0.2775, 1.4408], [-0.4710, -2.1140, 1.3501], [-1.5009, -0.0106, 1.7756], [1.4782, 0.1831, 1.3268], [-0.5805, 1.6232, 1.5909], [-1.4049, 1.2355, -1.5966], [1.2232, -2.3305, 1.0553], [-0.3065, 0.0443, -3.1532], [-0.9328, 0.6954, 0.1421], [0.0061, -1.5328, -0.2057], [0.5284, -0.5439, 2.5096]],
  "homo_lumo_gap_ev": 8.020,
  "homo_ev": -3.83,
  "charge": -1,
  "multiplicity": 1
}

*D*
{
  "formula": "C5H10NO2",
  "method": "ωB97M-V/def2-TZVPD",
  "species": ["O", "O", "N", "C", "C", "C", "C", "C", "H", "H", "H", "H", "H", "H", "H", "H", "H", "H"],
  "coordinates": [[-1.1429, -0.9227, 1.4694], [-1.8084, 0.2300, -0.3373], [1.0100, 1.4673, -0.0837], [1.1213, -0.7717, -1.0490], [-0.9524, -0.2164, 0.4593], [0.0197, 2.4475, 0.3596], [0.9101, -2.2919, -0.8087], [0.5752, 0.0078, 0.1609], [-0.1094, -2.5869, -1.1679], [1.7097, -2.8956, -1.2124], [-0.1956, 2.4274, 1.4380], [1.0950, 1.5636, -1.0971], [2.1198, -0.3577, -1.2324], [0.7655, -2.4337, 0.2616], [0.7467, -0.4705, -2.0393], [0.5664, 3.3959, 0.2452], [1.1475, -0.3314, 1.0340], [-0.9205, 2.3003, -0.2394]],
  "homo_lumo_gap_ev": 8.075,
  "homo_ev": -3.97,
  "charge": -1,
  "multiplicity": 1
}

Most stable to least stable, the ends of the list are *D* and *C*.

*A*
{
  "formula": "C4H2O",
  "method": "ωB97M-V/def2-TZVPD",
  "species": ["O", "C", "C", "C", "C", "H", "H"],
  "coordinates": [[0.9111, 1.9525, 0.4684], [0.6536, 0.9382, -0.1026], [-2.4243, -1.3324, -0.2270], [-1.2847, -0.7829, -0.0613], [-0.1670, -0.1800, 0.2018], [1.1322, 0.6875, -1.0889], [1.1792, -1.2830, 0.8095]],
  "homo_lumo_gap_ev": [7.766, 7.768],
  "homo_ev": [-10.16, -10.16],
  "charge": 0,
  "multiplicity": 1
}

*B*
{
  "formula": "C4H2O",
  "method": "ωB97M-V/def2-TZVPD",
  "species": ["O", "C", "C", "C", "C", "H", "H"],
  "coordinates": [[-1.7675, 0.3422, 0.8325], [0.4202, 0.4315, -1.6805], [-0.9287, -0.4838, 0.5743], [-0.0707, -0.0450, -0.4580], [1.1706, 0.5109, -0.4966], [-0.8805, -1.4657, 1.1271], [2.0566, 0.7100, 0.1011]],
  "homo_lumo_gap_ev": 9.470,
  "homo_ev": -9.34,
  "charge": 0,
  "multiplicity": 1
}

Most stable to least stable, the ends of the list are *B* and *A*.